A single C3H5NO molecule, computed with the ωB97M-V functional and the def2-TZVPD basis.

Properties
Orbital gap = 11.11 eV
LUMO = -0.001 Ha
SMILES = C[C@@H](O)C#N

Last column: Löwdin charge in e.
Geometry (Å):
C 0.75 -0.27 1.14  -0.034
C -0.24 -0.05 -0.02  -0.362
O -0.53 1.27 -0.16  -0.018
C -0.07 -0.43 -1.73  -0.097
N -0.79 -0.06 -2.58  0.062
H 1.35 0.63 1.35  0.088
H 1.40 -1.10 0.88  0.077
H 0.23 -0.54 2.07  0.090
H -1.08 -0.73 0.04  0.116
H -1.02 1.28 -1.00  0.079

2 unconnected molecules or ions with the total composition C2HN2S3, computed with the ωB97M-V functional and the def2-TZVPD basis.

Properties
Orbital gap (alpha / beta) = 3.98 / 5.16 eV
Total charge = -1
LUMO (alpha / beta) = 0.032 / 0.057 Ha

Last column: Löwdin charge in e.
Geometry (Å):
C -1.36 0.25 -0.10  -0.498
C 0.95 -0.24 -0.70  -0.594
N -0.52 1.00 0.53  -0.076
N 0.71 0.79 0.15  -0.844
S 1.96 1.81 0.51  0.315
S 1.32 -3.02 0.97  -0.170
S -0.56 -0.84 -1.21  0.792
H -2.50 0.24 -0.16  0.076

A molecular structure, C27H30Cl48IO, computed with the ωB97M-V functional and the def2-TZVPD basis.

Properties
Orbital gap = 4.18 eV
Total charge = -1
LUMO = 0.051 Ha

Last column: Löwdin charge in e.
Geometry (Å):
C -0.11 -0.68 3.75  -0.043
C -0.15 0.54 2.81  -0.438
C -1.44 1.35 3.18  -0.356
C -2.01 2.23 2.08  -0.838
I -0.45 3.67 1.55  0.641
O -0.24 0.18 1.44  -0.144
C 0.78 -0.69 0.98  -0.180
C 2.19 -0.22 1.34  -0.232
C 2.62 1.00 0.85  -0.066
C 3.87 1.46 1.19  -0.103
C 4.72 0.76 2.02  -0.099
C 4.31 -0.48 2.49  -0.100
C 3.05 -0.94 2.14  -0.122
H -0.31 -0.29 4.76  0.067
H -0.92 -1.37 3.47  0.093
H 0.86 -1.17 3.79  0.027
H 0.68 1.23 3.03  0.111
H -1.12 1.98 4.03  0.039
H -2.17 0.61 3.55  0.101
H -2.24 1.63 1.20  -0.021
H 0.58 -1.72 1.31  0.124
H 0.66 -0.72 -0.11  0.074
H 2.00 1.63 0.22  0.098
H 4.17 2.43 0.81  0.011
H 5.69 1.13 2.31  0.073
H 4.91 -1.10 3.15  0.081
H 2.70 -1.91 2.52  -0.001
C 1.52 -1.23 -3.35  -1.545
Cl 1.02 -2.92 -3.47  0.490
Cl 0.12 -0.16 -3.36  0.538
Cl 2.52 -0.99 -1.92  0.614
H 2.12 -1.00 -4.22  -0.029
C -5.50 4.28 1.32  -1.485
Cl -4.96 5.91 0.92  0.443
Cl -6.31 3.52 -0.09  0.413
Cl -4.05 3.23 1.86  0.488
H -6.23 4.35 2.12  -0.011
C -6.04 1.71 -3.80  -1.528
Cl -4.39 1.12 -3.62  0.530
Cl -6.11 3.03 -4.97  0.505
Cl -7.12 0.39 -4.29  0.522
H -6.38 2.08 -2.84  -0.012
C -3.07 5.23 -6.48  -1.546
Cl -2.60 3.94 -5.38  0.522
Cl -1.70 5.72 -7.49  0.507
Cl -4.44 4.75 -7.48  0.500
H -3.37 6.09 -5.88  0.015
C -8.84 -2.38 -2.07  -1.560
Cl -10.32 -2.48 -3.04  0.508
Cl -9.19 -1.70 -0.48  0.534
Cl -8.09 -3.96 -1.92  0.500
H -8.15 -1.71 -2.58  -0.036
C -2.21 1.40 7.70  -1.548
Cl -0.57 0.79 7.92  0.515
Cl -2.25 2.67 6.48  0.548
Cl -3.31 0.08 7.26  0.517
H -2.55 1.82 8.64  0.006
C 6.09 4.80 0.00  -1.515
Cl 6.75 3.60 1.11  0.569
Cl 7.34 5.35 -1.12  0.500
Cl 4.71 4.18 -0.89  0.543
H 5.76 5.66 0.58  0.016
C 1.87 -3.23 -7.36  -1.503
Cl 1.35 -1.63 -6.83  0.560
Cl 3.64 -3.29 -7.50  0.505
Cl 1.28 -4.48 -6.27  0.475
H 1.45 -3.41 -8.34  0.011
C 2.28 5.18 -3.90  -1.538
Cl 1.70 6.74 -3.33  0.524
Cl 4.02 5.23 -4.22  0.491
Cl 1.88 3.91 -2.75  0.519
H 1.78 4.95 -4.84  0.008
C 5.99 9.51 -1.65  -1.548
Cl 5.38 9.79 -0.02  0.524
Cl 7.76 9.60 -1.68  0.512
Cl 5.43 7.96 -2.27  0.503
H 5.60 10.29 -2.30  0.010
C -0.30 6.97 4.54  -1.550
Cl -0.86 5.34 4.92  0.484
Cl 0.95 6.94 3.29  0.486
Cl -1.64 8.00 4.06  0.512
H 0.14 7.39 5.44  0.004
C 3.80 -6.42 -3.74  -1.530
Cl 4.83 -6.08 -2.35  0.526
Cl 2.11 -6.54 -3.24  0.512
Cl 3.99 -5.20 -4.99  0.482
H 4.09 -7.38 -4.15  0.011
C 2.84 -4.26 5.46  -1.564
Cl 3.88 -4.07 6.88  0.524
Cl 1.15 -4.42 5.94  0.519
Cl 3.05 -2.92 4.34  0.658
H 3.13 -5.17 4.95  -0.092
C 2.40 -7.86 2.60  -1.548
Cl 3.91 -7.44 1.78  0.540
Cl 1.90 -6.56 3.69  0.587
Cl 1.12 -8.19 1.42  0.521
H 2.57 -8.74 3.18  -0.050
C -6.40 -5.61 -5.39  -1.550
Cl -6.87 -3.93 -5.12  0.511
Cl -5.52 -6.24 -3.99  0.519
Cl -7.81 -6.61 -5.74  0.516
H -5.74 -5.64 -6.24  0.009
C -1.04 -10.04 4.04  -1.539
Cl -1.41 -8.49 4.79  0.539
Cl 0.71 -10.28 3.97  0.545
Cl -1.82 -11.36 4.90  0.528
H -1.41 -10.02 3.02  0.012

A single C4H8OS2 molecule, computed with the ωB97M-V functional and the def2-TZVPD basis.

Properties
Orbital gap = 7.36 eV
LUMO = -0.060 Ha
SMILES = CSSCCC=O

Last column: Löwdin charge in e.
Geometry (Å):
C 2.90 0.16 0.18  -0.611
S 1.41 -0.78 -0.13  0.613
S 0.38 1.46 -0.81  0.637
C -0.98 0.98 0.28  -0.610
C -1.56 -0.49 0.38  -0.249
C -2.01 -1.16 -0.91  -0.237
O -3.10 -0.80 -1.36  0.028
H 3.33 0.55 -0.78  0.034
H 2.86 0.93 0.96  0.032
H 3.75 -0.35 0.62  0.024
H -1.74 1.67 0.02  0.046
H -0.57 1.17 1.23  0.037
H -0.85 -1.18 0.86  0.042
H -2.45 -0.44 1.01  0.116
H -1.37 -1.72 -1.54  0.098

A single C3H3Cl2FO molecule, computed with the ωB97M-V functional and the def2-TZVPD basis.

Properties
Orbital gap = 9.08 eV
LUMO = 0.025 Ha
SMILES = COC(F)=C(Cl)Cl

Last column: Löwdin charge in e.
Geometry (Å):
C -1.75 -0.05 0.24  0.016
O -0.41 0.55 0.01  -0.028
C 0.64 -0.19 -0.15  -0.507
F 0.34 -1.49 -0.30  0.091
C 1.95 0.23 -0.09  -1.139
Cl 3.23 -0.69 -0.69  0.654
Cl 2.38 1.84 0.28  0.634
H -1.95 -0.86 0.87  0.071
H -2.27 -0.16 -0.82  0.142
H -2.16 0.82 0.65  0.066

11 unconnected molecules or ions with the total composition C22H37Cl12N3O12, computed with the ωB97M-V functional and the def2-TZVPD basis.

Properties
Orbital gap = 10.76 eV
LUMO = 0.000 Ha
SMILES = COC(=O)OC.COC(=O)OC.COC(=O)OC.COC(=O)OC.ClC(Cl)Cl.ClC(Cl)Cl.ClC(Cl)Cl.ClC(Cl)Cl.CC#N.CC#N.CC#N

Last column: Löwdin charge in e.
Geometry (Å):
C 14.56 -18.54 -18.36  -0.026
O 14.31 -17.49 -19.31  -0.005
C 14.80 -17.61 -20.52  -0.647
O 15.41 -18.54 -20.97  0.106
O 14.46 -16.52 -21.16  -0.030
C 14.90 -16.40 -22.53  -0.036
H 13.70 -19.21 -18.24  0.070
H 14.70 -18.02 -17.42  0.098
H 15.41 -19.14 -18.64  0.086
H 14.12 -16.79 -23.16  0.054
H 15.80 -16.98 -22.71  0.090
H 15.13 -15.35 -22.66  0.058
C 18.20 -21.94 -21.06  -0.010
O 19.23 -22.74 -21.64  0.032
C 19.48 -23.91 -21.11  -0.688
O 18.99 -24.34 -20.14  0.151
O 20.37 -24.53 -21.84  0.024
C 20.95 -25.72 -21.26  -0.032
H 17.77 -22.42 -20.20  0.067
H 17.52 -21.68 -21.86  0.095
H 18.64 -20.99 -20.76  0.079
H 21.34 -25.53 -20.26  0.098
H 21.72 -26.08 -21.92  0.090
H 20.19 -26.51 -21.14  0.098
C 19.51 -17.38 -12.76  -0.042
O 18.59 -17.63 -13.79  0.015
C 17.81 -18.65 -13.62  -0.702
O 17.64 -19.26 -12.62  0.151
O 17.23 -18.91 -14.77  -0.007
C 16.29 -20.00 -14.93  -0.026
H 20.40 -16.99 -13.24  0.093
H 19.70 -18.27 -12.17  0.097
H 19.12 -16.58 -12.13  0.101
H 15.34 -19.97 -14.39  0.103
H 16.75 -20.98 -14.72  0.091
H 16.03 -19.99 -15.99  0.065
C 12.75 -23.64 -17.69  -0.023
O 14.10 -24.02 -17.94  0.010
C 15.10 -23.19 -17.79  -0.679
O 15.07 -22.03 -17.49  0.112
O 16.14 -23.93 -17.99  0.033
C 17.42 -23.51 -17.48  -0.048
H 12.50 -22.68 -18.14  0.046
H 12.64 -23.60 -16.61  0.101
H 12.11 -24.45 -18.03  0.092
H 17.33 -22.84 -16.63  0.075
H 18.04 -23.05 -18.26  0.024
H 17.94 -24.44 -17.25  0.099
Cl 13.21 -13.73 -20.09  0.542
C 12.07 -15.01 -19.75  -1.572
Cl 10.69 -14.87 -20.83  0.534
Cl 11.54 -14.88 -18.08  0.534
H 12.56 -15.95 -19.88  -0.026
Cl 14.95 -13.32 -24.77  0.516
C 14.95 -11.79 -23.88  -1.535
Cl 13.38 -11.49 -23.16  0.527
Cl 15.40 -10.46 -24.98  0.509
H 15.73 -11.83 -23.14  0.009
Cl 12.77 -23.39 -21.78  0.560
C 11.76 -22.01 -21.37  -1.541
Cl 12.61 -20.89 -20.30  0.580
Cl 10.24 -22.54 -20.62  0.524
H 11.47 -21.48 -22.26  0.000
Cl 21.01 -19.58 -15.87  0.564
C 19.81 -20.80 -16.30  -1.546
Cl 20.56 -22.37 -16.51  0.571
Cl 18.92 -20.34 -17.75  0.579
H 19.10 -20.88 -15.49  -0.008
C 15.39 -17.48 -28.00  -0.045
C 15.24 -17.20 -26.58  -0.234
N 15.11 -17.02 -25.45  0.176
H 16.30 -17.01 -28.37  0.087
H 14.50 -17.06 -28.48  0.067
H 15.44 -18.54 -28.23  0.088
C 11.85 -17.56 -25.57  -0.061
C 11.99 -16.82 -26.81  -0.298
N 12.10 -16.23 -27.74  0.156
H 12.81 -17.64 -25.07  0.022
H 11.45 -18.55 -25.78  0.086
H 11.21 -17.06 -24.85  0.089
C 14.25 -19.88 -23.89  -0.077
C 15.09 -20.59 -24.81  -0.287
N 15.75 -21.17 -25.53  0.137
H 13.18 -20.01 -24.04  0.075
H 14.53 -18.83 -23.86  0.028
H 14.44 -20.21 -22.86  0.066

A single C2H3N5O molecule, computed with the ωB97M-V functional and the def2-TZVPD basis.

Properties
Orbital gap = 9.17 eV
LUMO = 0.002 Ha
SMILES = O/N=c1\cn[nH]nn1

Last column: Löwdin charge in e.
Geometry (Å):
O -1.16 -0.42 -2.20  -0.146
N -1.17 0.58 -1.25  0.007
C -0.39 0.30 -0.29  -0.400
C 0.37 -0.89 -0.01  -0.097
N 1.16 -0.79 0.95  0.035
N 1.53 0.45 1.36  -0.068
N 0.61 1.44 1.39  0.020
N -0.26 1.40 0.50  0.066
H -2.30 -0.43 -2.56  0.250
H -0.24 -1.91 -0.28  0.174
H 1.83 0.28 2.37  0.159

A gas-phase ion, C4H11N2S (charge -1), computed with the ωB97M-V functional and the def2-TZVPD basis.

Properties
Orbital gap = 5.43 eV
Total charge = -1
LUMO = 0.127 Ha
SMILES = NCCNCC[S-]

Last column: Löwdin charge in e.
Geometry (Å):
N 1.25 -0.59 1.35  -0.061
C 1.79 -0.01 0.11  -0.291
C 0.79 0.31 -1.03  -0.268
N -0.38 -0.49 -1.26  -0.093
C -1.61 -0.40 -0.44  -0.325
C -1.52 0.81 0.49  -0.883
S -2.96 1.28 1.39  0.074
H 2.01 -0.96 2.05  0.100
H 0.65 -1.43 1.25  0.061
H 2.62 -0.55 -0.27  0.059
H 2.16 1.01 0.55  0.127
H 0.52 1.45 -0.84  0.125
H 1.34 0.51 -1.98  0.098
H -0.18 -1.43 -1.34  0.050
H -2.41 -0.38 -1.27  0.102
H -1.95 -1.33 0.18  0.105
H -0.73 0.61 1.26  0.031
H -1.37 1.59 -0.19  -0.009

2 unconnected molecules or ions with the total composition C6H3Cl2F3S, computed with the ωB97M-V functional and the def2-TZVPD basis.

Properties
Orbital gap (alpha / beta) = 7.06 / 7.05 eV
LUMO (alpha / beta) = -0.085 / -0.085 Ha

Last column: Löwdin charge in e.
Geometry (Å):
C -0.39 0.03 -0.02  -0.161
C 0.70 -0.82 0.04  -0.065
C -0.08 1.34 0.07  -0.340
C 1.89 -0.11 -0.06  -0.569
C 3.19 -0.65 -0.07  -0.608
C 4.35 0.21 -0.41  -1.032
F 3.13 -0.53 2.26  -0.473
F 5.40 -0.51 -0.49  0.105
F 4.17 0.62 -1.71  0.027
S 1.61 1.58 -0.11  1.070
Cl 3.36 -2.28 -0.25  0.941
Cl 4.49 1.67 0.52  0.816
H -1.45 -0.15 -0.10  0.110
H 0.78 -1.87 0.02  0.092
H -0.88 2.05 0.22  0.087

2 unconnected molecules or ions with the total composition C6H12O, computed with the ωB97M-V functional and the def2-TZVPD basis.

Properties
Orbital gap = 9.71 eV
LUMO = 0.036 Ha
SMILES = C/C=C\C.C=CO

Last column: Löwdin charge in e.
Geometry (Å):
C 0.06 -1.99 0.00  -0.094
C 1.30 -1.15 0.10  -0.193
C 1.69 -0.16 -0.72  -0.193
C 0.97 0.37 -1.93  -0.100
H -0.58 -1.84 0.88  0.079
H -0.53 -1.78 -0.89  0.064
H 0.33 -3.06 -0.02  0.077
H 1.96 -1.39 0.94  0.107
H 2.63 0.33 -0.49  0.105
H 0.01 -0.13 -2.11  0.061
H 1.59 0.25 -2.82  0.077
H 0.77 1.44 -1.82  0.079
C -2.40 1.61 1.59  0.001
C -1.29 1.18 1.00  -0.302
O -0.07 1.21 1.60  -0.014
H -3.34 1.58 1.07  0.046
H -2.37 2.00 2.60  0.057
H -1.30 0.78 -0.02  0.103
H 0.57 0.76 1.03  0.041

2 unconnected molecules or ions with the total composition C5H13NO2, computed with the ωB97M-V functional and the def2-TZVPD basis.

Properties
Orbital gap = 10.30 eV
LUMO = 0.024 Ha
SMILES = CCNC(=O)CC.O

Last column: Löwdin charge in e.
Geometry (Å):
C -0.02 -1.53 1.25  -0.096
C 1.37 -1.45 0.71  -0.261
N 1.47 -1.13 -0.73  0.055
C 0.92 -0.10 -1.43  -0.569
O 0.63 -0.30 -2.56  0.087
C 0.82 1.26 -0.80  -0.141
C -0.58 1.79 -1.13  -0.117
H 0.08 -1.45 2.40  0.108
H -0.64 -2.42 0.97  0.086
H -0.64 -0.70 0.81  0.057
H 1.92 -2.38 0.81  0.111
H 2.00 -0.69 1.21  0.111
H 1.49 -2.00 -1.21  0.121
H 1.41 2.24 -1.28  0.174
H 1.08 1.31 0.38  0.143
H -0.55 2.09 -2.13  0.065
H -1.32 1.10 -1.19  0.044
H -0.88 2.53 -0.51  0.046
O -3.04 1.02 1.55  -0.109
H -3.36 0.08 1.74  0.072
H -2.17 0.72 1.14  0.015

A molecular structure, C28H45ClN4PtTe, computed with the ωB97M-V functional and the def2-TZVPD basis.

Properties
Orbital gap (alpha / beta) = 1.33 / 5.90 eV
Total charge = -2
LUMO (alpha / beta) = 0.134 / 0.136 Ha
Multiplicity = 5
⟨S²⟩ = 6.016

Last column: Löwdin charge in e.
Geometry (Å):
Pt 0.09 -0.52 -0.05  0.049
Cl 0.43 1.69 0.48  0.268
C -0.48 -4.53 -0.53  -0.099
C 0.24 -2.40 -0.62  -0.320
N -0.78 -3.25 -0.96  -0.015
H 1.32 -5.30 0.37  0.076
N 1.26 -3.22 -0.21  -0.021
H -1.20 -5.32 -0.48  0.085
C -2.11 -2.88 -1.49  -0.567
C -2.71 -4.11 -2.15  -0.158
C -3.08 -2.42 -0.41  -0.051
H -3.03 -4.84 -1.42  0.057
H -3.62 -3.83 -2.70  0.074
H -2.00 -4.56 -2.85  0.058
H -2.88 -1.58 -3.00  0.078
H -1.22 -2.13 -3.28  0.077
H -2.88 -1.40 -0.03  0.060
C -1.92 -1.77 -2.51  -0.076
H -3.16 -3.14 0.41  0.068
H -4.09 -2.40 -0.85  0.085
H -1.59 -0.82 -2.07  0.038
C 0.80 -4.52 -0.12  -0.115
C 2.47 -2.58 1.85  -0.076
H 2.22 -3.51 2.39  0.074
H 3.42 -2.19 2.25  0.083
C 2.58 -2.78 0.34  -0.562
H 3.91 -1.13 0.02  0.084
C 3.60 -3.88 0.03  -0.140
H 3.61 -4.08 -1.05  0.061
H 1.72 -1.81 2.11  -0.028
H 2.19 -0.69 -0.20  -0.008
H 3.42 -4.81 0.58  0.052
H 4.62 -3.56 0.31  0.078
C 2.96 -1.50 -0.38  -0.089
H 3.06 -1.70 -1.46  0.084
C 0.17 5.79 -0.70  -0.154
N -0.36 4.51 -0.55  -0.001
H 2.19 6.50 -0.46  0.043
N 1.76 4.42 -0.05  0.004
H -0.42 6.64 -1.00  0.061
C -1.72 4.17 -1.04  -0.565
C -2.59 5.44 -1.12  -0.129
C -1.55 3.52 -2.41  -0.048
H -2.23 6.15 -1.89  0.053
H -3.63 5.16 -1.38  0.085
H -2.62 5.94 -0.13  0.071
H -3.27 2.82 -0.47  0.091
H -2.46 3.64 0.91  0.092
H -1.01 2.56 -2.30  0.084
C -2.31 3.18 -0.08  -0.081
H -0.99 4.16 -3.11  0.077
H -2.54 3.32 -2.85  0.085
H -1.64 2.31 0.06  -0.016
C 1.47 5.73 -0.42  -0.157
C 3.62 3.49 -1.28  -0.057
H 3.50 4.28 -2.05  0.071
H 4.69 3.21 -1.22  0.080
C 3.18 3.97 0.10  -0.573
H 4.30 2.50 1.13  0.090
C 4.02 5.13 0.63  -0.181
H 3.59 5.54 1.55  0.065
H 3.03 2.60 -1.56  0.089
H 2.59 2.05 0.87  -0.010
H 4.19 5.94 -0.10  0.039
H 5.01 4.74 0.89  0.075
C 3.26 2.87 1.14  -0.083
H 2.99 3.27 2.13  0.094
C 0.65 3.68 -0.22  -0.273
Te -0.80 -0.71 2.43  0.770
C -1.90 -2.45 2.68  -0.700
C -1.32 -3.72 2.82  -0.153
C -2.15 -4.84 2.91  -0.126
C -3.54 -4.68 2.96  -0.136
C -4.10 -3.39 2.96  -0.129
C -3.28 -2.27 2.87  -0.209
H -0.23 -3.79 2.92  0.083
H -1.73 -5.85 2.97  0.078
H -4.18 -5.54 3.11  0.082
H -5.18 -3.27 3.08  0.091
H -3.64 -1.24 2.95  0.068